1.
Computed, not measured: 2 unconnected molecules or ions with the total composition C5H13NO at a distorted geometry, with wB97M-V/def2-TZVPD.

```
20
Properties=species:S:1:pos:R:3:mulliken_charge:R:1
O -3.53677 -0.81758 -0.06626 -0.91
N -1.40511 0.30842 -0.32783 -0.20
C 0.02059 -0.17080 -0.28533 0.66
C -1.73931 0.99873 1.00950 -0.79
C 1.10905 -0.00222 0.69852 -0.30
C 2.67542 -0.38327 0.51594 -1.25
C 0.72394 0.36080 -1.55556 -1.11
H 2.97140 -1.32302 -0.08478 0.33
H 3.23482 -0.49109 1.52184 0.32
H 0.90443 -0.44658 1.67253 0.27
H -1.67794 0.29920 1.79204 0.26
H -3.64763 -1.66424 -0.51658 0.19
H -2.09754 -0.43341 -0.51758 0.30
H -0.14706 -1.32872 -0.55020 0.25
H 1.75086 0.02296 -1.28591 0.29
H -2.69169 1.50407 1.00826 0.29
H -0.87747 1.66479 1.06629 0.38
H 0.41487 -0.01566 -2.54110 0.32
H 3.22573 0.43388 0.00651 0.39
H 0.78939 1.48372 -1.56030 0.29
```

For the HOMO energy, the calculation gives -0.271 Ha. The relative energy (zero: lowest compared OMol25 entry of this formula, charge and spin) comes out at 202.5 kcal/mol. Its spin multiplicity is 1.

***

2.
Computed, not measured: C3H5N3 in the gas phase at a distorted geometry, with wB97M-V/def2-TZVPD.

```
11
Properties=species:S:1:pos:R:3:mulliken_charge:R:1
N 1.81377 -0.71712 0.19346 0.23
N 1.12651 -0.92891 1.12744 -0.49
N 1.16803 0.44006 -0.90004 -0.44
C 0.53323 1.30813 -0.02293 -0.28
C -1.68565 -0.28153 -0.15860 -1.03
C -0.40080 0.43847 -0.10427 0.52
H -2.49899 0.27411 -0.64682 0.30
H 0.75170 2.32699 0.21154 0.38
H 2.79310 -1.05171 0.20018 0.24
H -1.53563 -1.19251 -0.73847 0.27
H -2.03992 -0.60082 0.83151 0.28
```

For the HOMO energy, the calculation gives -0.297 Ha. The relative energy (zero: lowest compared OMol25 entry of this formula, charge and spin) comes out at 157.7 kcal/mol. Its spin multiplicity is 1.

***

3.
Computed, not measured: a molecular structure, C21H20BrN5OsS3 at a distorted geometry, with wB97M-V/def2-TZVPD.

```
51
Properties=species:S:1:pos:R:3:mulliken_charge:R:1
Os -1.04900 -0.84836 0.83280 0.24
Br -2.21769 -0.88567 -2.16824 -0.10
S -4.06075 -4.36382 0.52324 -0.34
S -2.65599 0.92517 1.71666 -0.43
S -1.27193 -1.00252 3.45331 -0.38
N 0.44771 0.57192 1.25883 0.17
N -2.49216 -0.13585 6.71717 -0.47
N -4.04623 3.20619 4.39876 -0.50
N -2.29275 -2.24998 0.64561 -0.37
N 0.77494 2.37031 -0.16655 0.40
C -0.02133 -3.78355 -4.14674 -0.62
C 0.69378 1.05182 -2.25047 -0.88
C 1.44740 3.60892 -0.51277 -0.82
C 0.19241 -2.47028 -1.63642 0.64
C 2.40713 -3.13854 -0.03442 -1.10
C 0.58017 4.84132 -0.26139 -1.06
C -0.08877 1.83837 -1.20372 -0.38
C 1.39406 -2.30194 0.44934 -0.22
C -0.98566 -2.85255 -3.74479 -0.75
C -0.86397 -2.20958 -2.54280 0.24
C 2.31121 -3.65986 -1.29097 -0.73
C 1.06393 -4.01575 -3.35326 -0.91
C 1.81075 2.42245 2.03450 -1.83
C 0.30257 -1.93850 -0.31878 -0.24
C -3.53393 2.17775 4.40195 0.01
C -2.31833 0.35668 3.30936 0.88
C -3.04829 -3.15702 0.60624 0.72
C 0.96153 1.74137 0.99456 1.04
C 1.19688 -3.37723 -2.10325 1.03
C -2.64201 0.37142 5.69722 -0.07
C -2.84010 0.96278 4.43835 0.28
H 3.25294 -3.36982 0.59342 0.42
H 1.82815 -4.71614 -3.65759 0.39
H -1.82452 -2.64081 -4.38805 0.44
H 0.37242 4.98013 0.79629 0.27
H 2.86641 2.36422 1.77050 0.32
H 1.50787 1.64973 -2.65271 0.41
H 1.10482 0.14565 -1.81246 0.07
H -0.14096 -4.29141 -5.09091 0.40
H 1.48957 -1.94423 1.47120 0.30
H 1.68058 1.94515 3.00238 0.43
H 1.09066 5.72991 -0.62205 0.41
H -0.60692 2.67483 -1.67869 0.38
H -0.36636 4.75887 -0.78970 0.31
H -0.84643 1.19819 -0.73157 -0.20
H 3.07524 -4.31563 -1.67947 0.39
H 2.38208 3.69265 0.04083 0.47
H 1.53121 3.46704 2.13659 0.38
H 0.03950 0.77888 -3.07233 0.35
H 0.72084 0.27707 2.19934 0.30
H 1.68727 3.56024 -1.57834 0.29
```

For the HOMO energy (spin up / spin down), the calculation gives -0.290 / -0.291 Ha. Its spin multiplicity is 5.

***

4.
Computed, not measured: a gas-phase ion, C7H18N5 (charge +1) at a distorted geometry, with wB97M-V/def2-TZVPD.

```
30
Properties=species:S:1:pos:R:3:mulliken_charge:R:1
N 1.13152 -1.06523 0.56494 -0.08
N -2.07904 1.10578 1.42989 -0.68
N 1.83225 -2.08868 0.89568 -0.80
N 0.41492 1.61767 -1.84843 -0.28
N 0.27447 -1.15187 -0.39298 0.48
C 2.27136 2.62260 0.37512 -1.48
C 1.30922 1.42567 0.40197 0.09
C 0.04614 -2.31280 -1.27436 -0.97
C -0.52538 -0.05829 -0.56261 -0.52
C 0.42911 1.09517 -0.56999 0.32
C -1.54478 -0.07451 0.85467 0.25
C -2.64275 -1.13384 0.63716 -1.43
H -3.42443 -0.78733 1.20822 0.59
H -0.24371 -2.05967 -2.32740 0.29
H 1.83518 3.49925 0.66544 0.40
H 1.11947 2.30583 -1.99513 0.20
H -0.90023 -0.47698 1.58960 0.34
H -2.26036 -2.10475 1.07677 0.24
H 1.23286 0.85469 1.36574 0.45
H -1.44917 1.85553 1.49666 0.24
H -0.45400 1.64561 -2.37800 0.27
H 1.00572 -2.73215 -1.57103 0.42
H -0.65782 -2.89628 -0.78142 0.36
H 3.20018 2.45570 0.87715 0.37
H 2.46489 -1.85314 1.71501 0.24
H -2.82804 1.45160 0.79862 0.28
H 2.46442 2.88667 -0.67434 0.36
H -2.89596 -1.14688 -0.37724 0.33
H -1.20333 -0.06394 -1.50584 0.54
H 2.07729 -2.81545 0.30614 0.17
```

Its total charge is +1. For the HOMO energy (spin up / spin down), the calculation gives -0.344 / -0.437 Ha. Its spin multiplicity is 3.

***

5.
Computed, not measured: a molecular structure, C3H3CoLiO2 at a distorted geometry, with wB97M-V/def2-TZVPD.

```
10
Properties=species:S:1:pos:R:3:mulliken_charge:R:1
Co 0.57380 2.26204 -0.23478 0.63
O -1.24447 0.18803 -0.02195 -0.15
O 1.10217 0.53139 0.24683 -0.82
C -1.33361 1.41234 -0.35142 0.06
C 0.12938 -0.32682 0.42108 0.89
C -0.05933 -1.53438 -0.11494 -0.66
Li 2.83675 -0.17019 0.14597 0.92
H 0.76582 -2.05093 -0.60119 0.29
H -2.39970 1.67873 -0.40223 0.46
H -0.37082 -1.99021 0.91262 0.38
```

Its total charge is +2. For the HOMO energy (spin up / spin down), the calculation gives -0.663 / -0.651 Ha. Its spin multiplicity is 4.

***

6.
Computed, not measured: C20H22N4O2 in the gas phase at a distorted geometry, with wB97M-V/def2-TZVPD.

```
48
Properties=species:S:1:pos:R:3:mulliken_charge:R:1
O 2.63734 1.14832 0.66799 -0.22
O 6.00680 1.89436 -0.46433 -0.54
N -4.02096 -0.32350 -0.37729 -0.83
N -4.36107 -3.32207 1.78028 -0.62
N 0.45559 0.46893 -1.06825 -0.21
N -1.79461 -0.09216 -0.71127 0.28
C -4.72966 1.54928 -1.85271 -0.85
C 0.29343 -3.19926 2.56484 -0.75
C -0.16673 -1.53259 0.20889 0.50
C -1.95343 1.80623 -2.39804 -0.27
C -3.80356 0.71874 -1.22649 0.00
C 4.93877 1.16142 0.07169 -0.54
C -1.18996 -2.33507 0.76296 1.53
C -3.54794 -2.69852 1.26403 -0.24
C -2.84154 -0.80816 -0.09975 0.14
C -2.89085 2.60954 -3.01428 -0.79
C -0.75069 -3.55833 1.49847 -1.25
C 1.23449 -1.97089 0.52608 -0.84
C 1.35981 -2.22647 2.03399 -0.59
C -4.25462 2.49371 -2.73413 -0.40
C -0.47936 -0.39210 -0.50049 -0.29
C 3.63981 1.97309 0.11699 -0.29
C 0.57484 1.79947 -0.48925 -0.89
C -2.51341 -1.95821 0.65948 0.00
C 1.37612 1.76260 0.82395 -0.98
C -2.41493 0.87686 -1.47641 0.70
H -0.22185 -2.74998 3.41510 0.37
H 2.35969 -2.60886 2.24164 0.46
H 1.46373 -2.89014 -0.02072 0.38
H 4.80576 0.29900 -0.58475 0.25
H 6.20536 2.63939 0.11417 0.32
H 0.75903 -4.12042 2.91672 0.28
H -5.78163 1.42978 -1.65200 0.46
H 3.77606 2.86953 0.74423 0.36
H 1.37443 0.03958 -1.10357 0.56
H -0.90894 1.88051 -2.65133 0.41
H -4.94842 3.15032 -3.23811 0.39
H -1.60240 -4.05791 1.96094 0.52
H -2.56252 3.34000 -3.73856 0.41
H -0.41518 2.21063 -0.28985 0.63
H 5.16440 0.79582 1.08211 0.32
H 1.97357 -1.21894 0.24888 0.16
H 3.38137 2.30239 -0.89872 0.24
H 1.27022 -1.26602 2.54505 0.13
H -0.30323 -4.25114 0.77929 0.34
H 1.48237 2.77819 1.22722 0.47
H 0.84543 1.14422 1.55403 0.35
H 1.07909 2.43885 -1.21873 0.37
```

The structure (SMILES) is N#Cc1c2c(c(NCCOCCO)n3c1nc1ccccc13)CCCC2. For the HOMO energy, the calculation gives -0.283 Ha. The relative energy (zero: lowest compared OMol25 entry of this formula, charge and spin) comes out at 35.6 kcal/mol. Its spin multiplicity is 1.

***

7.
Computed, not measured: 2 unconnected molecules or ions with the total composition C9H13NO2 at a distorted geometry, with wB97M-V/def2-TZVPD.

```
25
Properties=species:S:1:pos:R:3:mulliken_charge:R:1
O 2.68206 1.11867 0.13450 -0.46
O 0.33173 -2.02892 -1.96058 -0.61
N 0.19694 -3.98971 -0.88315 -0.39
C 0.90275 2.19023 1.19636 -0.54
C 0.54214 0.93409 -0.91335 -0.66
C -1.33236 1.78665 0.35825 0.83
C 1.04818 -2.04604 0.31209 -0.73
C 1.41798 1.44496 0.07609 0.55
C 0.52207 -2.67725 -0.93832 0.67
C -0.44438 2.30494 1.33157 -0.57
C -2.80497 1.82902 0.49337 -1.34
C -0.80087 1.10907 -0.78863 -0.13
H -3.10933 2.41424 1.34837 0.36
H -0.88224 2.73651 2.22109 0.38
H 0.65565 -1.05365 0.48236 0.11
H 0.25829 -4.57506 -0.07349 0.20
H 2.86998 0.30360 -0.36345 0.41
H 0.98723 0.32729 -1.70025 0.44
H 1.00713 -2.66469 1.21186 0.36
H -3.19639 2.48123 -0.31072 0.39
H -3.25089 0.87004 0.25986 0.36
H -0.05147 -4.34904 -1.79092 0.25
H 1.67411 2.77332 1.67237 0.43
H -1.36354 0.74558 -1.63746 0.46
H 2.14020 -1.98507 0.26215 0.21
```

Its total charge is +1. For the HOMO energy (spin up / spin down), the calculation gives -0.484 / -0.484 Ha. The relative energy (zero: lowest compared OMol25 entry of this formula, charge and spin) comes out at 19.6 kcal/mol. Its spin multiplicity is 2.

***

8.
Computed, not measured: a molecular structure, C11H12CrN2O4Se at a distorted geometry, with wB97M-V/def2-TZVPD.

```
31
Properties=species:S:1:pos:R:3:mulliken_charge:R:1
Se 0.76789 0.69531 -0.33682 0.09
Cr -1.63197 -0.06161 -0.60305 0.22
O -0.16643 -0.83199 -3.29124 -0.09
O -1.81177 2.78592 0.72111 -0.03
O -4.07219 0.66029 -2.32987 -0.11
O -2.09706 -2.32525 1.30661 -0.12
N 1.47890 -1.85345 0.76481 0.26
N 0.91188 -0.44779 2.31114 0.29
C 1.12093 -0.55371 0.96683 -0.27
C -0.74159 -0.58826 -2.29758 0.41
C -2.02598 -1.44764 0.51281 0.33
C -1.79132 1.74587 0.25225 0.35
C 1.00707 -1.69771 2.91338 -0.23
C -3.10203 0.39787 -1.65759 0.43
C 1.74526 -2.46224 -0.51649 -0.88
C 0.51718 0.75983 3.01327 -0.73
C 1.35704 -2.57902 1.93831 -0.37
C -0.72829 2.81835 -2.89359 -0.30
C 0.50906 3.31483 -2.82498 -0.63
H 0.83605 -2.89038 -0.94105 0.32
H 2.15621 -1.70981 -1.19542 0.41
H 1.50197 -3.61423 1.96737 0.55
H -1.49398 3.01810 -2.16428 0.29
H 0.82627 4.06102 -2.07817 0.35
H -0.97061 1.88992 -3.37818 0.29
H 0.80029 -1.85269 3.92848 0.50
H 2.45695 -3.27170 -0.35206 0.34
H 1.26221 1.55277 2.85659 0.37
H 0.46929 0.50670 4.07470 0.31
H -0.46359 1.11898 2.67130 0.30
H 1.37239 2.86170 -3.33862 0.36
```

Its total charge is +3. For the HOMO energy (spin up / spin down), the calculation gives -0.719 / -0.749 Ha. Its spin multiplicity is 4.